No. 1
The following is a quantum chemistry calculation of the molecule C8H5NO2 in a non-equilibrium geometry, from OMol25.

Its relative energy (zero: lowest compared OMol25 entry of this formula, charge and spin) is 1.662 eV. Its SMILES is O=C1C=CC=C2C(=O)NC=C12. The charge is 0.

Cartesian coordinates (Å):
O1 -2.356 0.083 -2.151
C1 -1.344 -0.022 -1.419
C2 -0.657 -1.300 -1.692
C3 0.224 -1.978 -0.929
C4 0.735 -1.362 0.230
C5 0.353 -0.085 0.504
C6 0.998 0.642 1.614
O2 1.822 0.275 2.416
N1 0.476 1.924 1.537
C7 -0.400 2.016 0.522
C8 -0.589 0.773 -0.199
H1 -1.047 -1.773 -2.585
H2 0.547 -2.973 -1.201
H3 1.445 -1.853 0.876
H4 0.690 2.683 2.165
H5 -0.899 2.950 0.313

No. 2
The following is a quantum chemistry calculation of the molecule C8H6, from OMol25.

Its relative energy (zero: lowest compared OMol25 entry of this formula, charge and spin) is 4.678 eV. The charge is 0.

Cartesian coordinates (Å):
C1 0.937 0.782 -0.418
C2 -0.510 1.072 -0.818
C3 -1.467 0.360 0.113
C4 -0.612 -0.550 0.942
C5 1.225 -1.665 0.448
C6 0.811 -0.294 0.614
C7 -1.384 -0.005 -1.333
C8 -0.087 -1.790 0.208
H1 1.539 0.463 -1.273
H2 1.392 1.678 0.015
H3 -0.699 2.063 -1.208
H4 -2.371 0.772 0.532
H5 -0.922 -0.734 1.960
H6 2.148 -2.151 0.217

No. 3
The following is a quantum chemistry calculation of a structure of composition C8H6 in a non-equilibrium geometry, from OMol25.

Its relative energy (zero: lowest compared OMol25 entry of this formula, charge and spin) is 2.792 eV. Its spin multiplicity is 3. The charge is 0. Its expectation value of S² is 2.0294.

Cartesian coordinates (Å):
C1 2.026 -1.006 -0.123
C2 3.133 -0.118 0.405
C3 0.925 1.508 0.064
C4 -0.285 1.139 -0.269
C5 1.931 0.495 0.207
C6 0.799 -1.003 -0.352
C7 -0.584 -0.353 -0.556
C8 -1.602 -0.942 0.455
H1 1.219 2.493 0.118
H2 -1.209 1.763 -0.490
H3 -0.856 -0.507 -1.628
H4 -2.520 -0.623 0.156
H5 -1.425 -0.832 1.586
H6 -1.550 -2.015 0.426